1.
Here is C2H8BrNNaO6P2Si as an isolated structure in a non-equilibrium geometry from the Open Molecules 2025 dataset. Energies are from ωB97M-V/def2-TZVPD.

Values from the calculation:
- charge = +1
- 2S+1 = 1
- frontier orbital gap (eV) = 7.52

```
22
C2H8BrNNaO6P2Si ωB97M-V/def2-TZVPD
N -0.97 0.02 2.94
P -1.03 0.69 1.48
O -0.16 2.16 1.62
O -2.70 0.96 1.16
Si -0.07 -0.76 0.13
C 1.82 -0.54 0.29
C 2.38 0.85 -0.24
O 1.74 1.70 -0.87
Br 4.31 1.24 0.11
P -0.76 -0.72 -1.96
O -0.97 -2.21 -2.35
O 0.39 -0.11 -3.07
O -2.22 0.07 -2.23
H -1.95 -0.10 3.29
H -0.18 2.65 0.77
H -2.77 1.69 0.49
H -0.40 -2.11 0.65
H 2.07 -0.58 1.41
H 2.37 -1.39 -0.24
H 1.25 -0.19 -2.59
H -2.70 0.27 -1.40
Na 0.55 -3.58 0.61
```

***

2.
Here is a 2-piece molecular cluster, C2H8Cl2Si2 overall in a non-equilibrium geometry from the Open Molecules 2025 dataset. Energies are from ωB97M-V/def2-TZVPD.

Values from the calculation:
- charge = 0
- 2S+1 = 1
- relative energy (zero: lowest compared OMol25 entry of this formula, charge and spin) (kJ/mol) = 329.40
- frontier orbital gap (eV) = 8.02

```
14
C2H8Cl2Si2 ωB97M-V/def2-TZVPD
C 2.63 0.32 0.32
C 1.66 -0.63 -0.37
Si -0.17 -0.52 0.24
Si -4.83 1.15 -0.98
Cl -5.21 -0.13 0.62
Cl -1.68 -1.35 -0.94
H 3.57 0.08 0.02
H 2.55 1.30 0.06
H 2.58 0.24 1.39
H 2.20 -1.68 -0.40
H 1.61 -0.44 -1.51
H -0.39 -1.25 1.61
H -0.50 0.82 0.28
H -4.03 2.09 -0.33
```

***

| no. | E_LUMO (Ha) |
| --- | --- |
| 1 | -0.1837 |
| 2 | -0.0286 |